Run w
Molecular formula: C2H12O5
Method: DFT, ωB97M-V/def2-TZVPD

Bonds (Å) are listed after each position.
Atoms and positions in Å:
1 C 3.4941 1.1432 -0.3020  C2 1.314, H4 1.077, H5 1.080
2 C 2.3214 0.7343 0.1265  C1 1.314, O3 1.370, H6 1.085
3 O 1.8882 -0.5589 -0.0009  C2 1.370, H7 0.968
4 H 3.7108 2.1965 -0.3623  C1 1.077
5 H 4.1700 0.4384 -0.7627  C1 1.080
6 H 1.6917 1.3625 0.7470  C2 1.085
7 H 1.7664 -0.9625 0.8701  O3 0.968
8 O -0.0271 -0.9473 2.0641  H9 0.961, H10 0.970
9 H -0.3272 -0.4397 2.8226  O8 0.961
10 H -0.2053 -0.3816 1.2962  O8 0.970
11 O -1.0534 1.2507 0.3727  H12 0.961, H13 0.970
12 H -1.1777 2.1100 0.7838  O11 0.961
13 H -1.9206 0.8882 0.1311  O11 0.970
14 O -3.0862 -0.6062 0.1376  H15 0.963, H16 0.964
15 H -3.1429 -0.6941 -0.8196  O14 0.963
16 H -3.7897 -1.0613 0.6135  O14 0.964
17 O -1.7879 -0.7880 -2.3883  H18 0.968, H19 0.966
18 H -0.9476 -0.3103 -2.4347  O17 0.968
19 H -1.8142 -1.1114 -3.2983  O17 0.966

Summary:
**E_LUMO**: 0.51 eV
**SMILES**: C=CO.O.O.O.O

Here are the Mulliken charges for atoms 1 to 6, given in e: number 1, C, carries -0.605; number 2, C, carries 0.067; number 3, O, carries -0.542; number 4, H, carries 0.252; number 5, H, carries 0.254; number 6, H, carries 0.203

***

Run x
Molecular formula: C2H12O5
Method: DFT, ωB97M-V/def2-TZVPD

Bonds (Å) are listed after each position.
Atoms and positions in Å:
1 C -4.0834 -1.5608 -0.4958  C2 1.318, H4 1.082, H5 1.084
2 C -2.9367 -1.2652 -1.0738  C1 1.318, O3 1.389, H6 1.080
3 O -2.5124 0.0534 -0.9713  C2 1.389, H7 0.962
4 H -4.5061 -2.5374 -0.3016  C1 1.082
5 H -4.6960 -0.7742 -0.0695  C1 1.084
6 H -2.2373 -1.8916 -1.6075  C2 1.080
7 H -1.9331 0.2763 -1.7067  O3 0.962
8 O 3.1625 2.1524 3.1670  H9 0.968, H10 0.960
9 H 3.3513 1.5999 2.3955  O8 0.968
10 H 3.8504 2.0199 3.8234  O8 0.960
11 O 1.4646 2.1452 -2.4255  H12 0.964, H13 0.963
12 H 2.1923 1.7191 -2.8920  O11 0.964
13 H 1.8020 2.7737 -1.7782  O11 0.963
14 O 2.6832 -0.1012 1.3153  H15 0.971, H16 0.964
15 H 2.1408 -0.3931 0.5645  O14 0.971
16 H 2.0124 0.0411 1.9925  O14 0.964
17 O 0.4161 -1.4049 0.1784  H18 0.962, H19 0.964
18 H 0.1931 -1.9249 -0.5994  O17 0.962
19 H -0.3637 -0.9277 0.4846  O17 0.964

Summary:
**E_LUMO**: 0.37 eV
**SMILES**: C=CO.O.O.O.O

Here are the Mulliken charges for atoms 1 to 6, given in e: number 1, C, carries -0.776; number 2, C, carries 0.127; number 3, O, carries -0.518; number 4, H, carries 0.260; number 5, H, carries 0.226; number 6, H, carries 0.314

***

Run y
Molecular formula: C2H12O5
Method: DFT, ωB97M-V/def2-TZVPD

Bonds (Å) are listed after each position.
Atoms and positions in Å:
1 C -1.5662 1.9726 0.1006  C2 1.328, H4 1.080, H5 1.089
2 C -2.1622 0.8333 0.4326  C1 1.328, O3 1.348, H6 1.085
3 O -2.2365 -0.2626 -0.3484  C2 1.348, H7 0.964
4 H -1.2647 2.7929 0.7352  C1 1.080
5 H -1.2513 2.1454 -0.9273  C1 1.089
6 H -2.8519 0.6885 1.2579  C2 1.085
7 H -1.6410 -0.2418 -1.1065  O3 0.964
8 O 2.4588 2.2407 0.1000  H9 0.971, H10 0.970
9 H 2.5808 1.4696 -0.4770  O8 0.971
10 H 1.5190 2.0678 0.2688  O8 0.970
11 O -0.9942 -2.4388 -0.5408  H12 0.960, H13 0.960
12 H -0.9049 -2.5877 0.4031  O11 0.960
13 H -1.9326 -2.4153 -0.7420  O11 0.960
14 O 2.5690 -1.0509 -1.6313  H15 0.953, H16 0.954
15 H 2.0906 -1.1173 -0.8096  O14 0.953
16 H 2.0951 -0.9204 -2.4487  O14 0.954
17 O 0.9814 -1.2789 1.6068  H18 0.966, H19 0.968
18 H 0.7050 -1.1250 2.5196  O17 0.966
19 H 1.8057 -0.7720 1.6071  O17 0.968

Summary:
**E_LUMO**: 0.31 eV
**SMILES**: C=CO.O.O.O.O

Here are the Mulliken charges for atoms 1 to 6, given in e: number 1, C, carries -0.993; number 2, C, carries 0.184; number 3, O, carries -0.426; number 4, H, carries 0.284; number 5, H, carries 0.273; number 6, H, carries 0.361

***

Run z
Molecular formula: C2H12O5
Method: DFT, ωB97M-V/def2-TZVPD

Bonds (Å) are listed after each position.
Atoms and positions in Å:
1 C -2.2767 -1.2833 -1.7719  C2 1.346, H4 1.080, H5 1.087
2 C -2.2319 -2.6138 -1.9715  C1 1.346, O3 1.355, H6 1.085
3 O -1.0846 -3.3077 -2.1635  C2 1.355, H7 0.962
4 H -2.9370 -0.8795 -1.0184  C1 1.080
5 H -1.3964 -0.7823 -2.1666  C1 1.087
6 H -3.0612 -3.2867 -2.1598  C2 1.085
7 H -0.3197 -2.7778 -1.9178  O3 0.962
8 O -0.0203 3.3560 -0.3688  H9 0.960, H10 0.960
9 H 0.7447 3.7231 0.0795  O8 0.960
10 H -0.1472 2.4495 -0.0790  O8 0.960
11 O -0.5384 2.4166 -3.7519  H12 0.962, H13 0.964
12 H 0.1703 1.8439 -3.4420  O11 0.962
13 H -0.5762 3.1112 -3.0842  O11 0.964
14 O 1.5805 0.5141 1.6246  H15 0.971, H16 0.974
15 H 1.6297 0.1928 0.7098  O14 0.971
16 H 0.9227 -0.1324 1.9383  O14 0.974
17 O 2.8497 -0.6630 6.4252  H18 0.961, H19 0.963
18 H 2.9623 -1.5992 6.6112  O17 0.961
19 H 3.7298 -0.2816 6.5069  O17 0.963

Summary:
**E_LUMO**: 0.00 eV
**SMILES**: C=CO.O.O.O.O

Here are the Mulliken charges for atoms 1 to 6, given in e: number 1, C, carries -0.787; number 2, C, carries 0.184; number 3, O, carries -0.469; number 4, H, carries 0.258; number 5, H, carries 0.177; number 6, H, carries 0.340

***

Which structure wins on stability? run w wins.